(1)
# C22H38Cl3IrN3O3SSi2

A molecular structure, C22H38Cl3IrN3O3SSi2 at a distorted geometry (wB97M-V/def2-TZVPD, the OMol25 dataset).

Geometry as XYZ:
```
73
Properties=species:S:1:pos:R:3:mulliken_spin:R:1
Ir -0.673 -0.430 -0.236 0.92
Cl 4.894 0.848 5.657 -0.01
C 3.919 0.677 4.255 -0.03
C 2.672 0.013 4.371 0.03
C 1.883 -0.069 3.284 -0.09
Cl 1.463 0.279 1.759 0.01
C 2.589 -0.971 0.512 0.00
O 3.132 -1.646 -0.199 0.01
C 3.718 1.745 1.972 -0.03
Cl 4.749 2.469 0.760 0.00
C 4.384 1.291 3.113 0.02
H 2.330 -0.330 5.339 -0.01
H 5.439 1.535 3.144 0.00
C 1.524 -0.805 -4.259 0.00
C 0.428 0.216 -4.571 0.00
C 0.046 0.670 -3.182 0.00
O 0.025 -0.569 -2.413 0.00
C 1.017 -1.481 -2.988 0.00
H 2.470 -0.297 -4.071 0.00
H 1.677 -1.524 -5.060 0.00
H -0.422 -0.262 -5.059 0.00
H 0.776 1.038 -5.192 0.00
H -0.938 1.126 -3.093 0.00
H 0.799 1.338 -2.757 0.00
H 0.492 -2.413 -3.203 0.00
H 1.803 -1.665 -2.259 0.00
C -3.603 2.769 0.290 0.00
Si -3.381 1.106 1.123 0.01
C -5.041 0.492 1.714 0.00
C -2.359 1.338 2.683 0.04
C -2.640 0.040 -0.320 0.08
Si -3.761 -1.416 -0.928 0.01
C -4.429 -2.490 0.445 0.00
C -2.763 -2.550 -2.061 0.00
C -5.055 -0.567 -1.969 0.00
H -3.933 3.523 1.008 0.00
H -4.355 2.720 -0.501 0.00
H -2.664 3.111 -0.153 0.00
H -5.458 1.270 2.359 0.00
H -4.969 -0.419 2.308 0.00
H -5.755 0.324 0.908 0.00
H -2.641 0.622 3.457 0.00
H -2.578 2.335 3.073 0.00
H -1.279 1.281 2.545 -0.02
H -2.601 0.745 -1.169 0.01
H -3.684 -2.669 1.225 0.00
H -4.691 -3.461 0.018 0.00
H -5.324 -2.094 0.920 0.00
H -2.533 -3.494 -1.564 0.00
H -1.834 -2.097 -2.412 0.00
H -3.354 -2.790 -2.948 0.00
H -5.629 0.177 -1.414 0.00
H -5.767 -1.298 -2.358 0.00
H -4.591 -0.068 -2.823 0.00
C 2.358 1.758 1.632 0.04
N 1.783 2.925 1.082 0.00
C 0.746 3.036 0.153 0.00
N 0.515 4.290 -0.252 0.00
O 0.056 2.095 -0.282 -0.02
H 0.342 0.968 2.157 0.03
H 0.721 0.589 0.525 -0.02
H 0.326 -0.707 1.645 -0.01
H 2.339 3.756 1.227 0.00
H 1.021 5.091 0.086 0.00
H -0.215 4.443 -0.926 0.00
S -0.204 -4.027 2.231 0.00
C 0.314 -4.331 0.629 0.00
C -0.085 -3.337 -0.192 -0.01
N -0.784 -2.320 0.441 0.01
C -0.888 -2.571 1.742 0.00
H 0.843 -5.233 0.368 0.00
H 0.055 -3.296 -1.258 0.01
H -1.450 -1.941 2.414 0.01
```

Results
2S+1   2
Calculated total energy   -3711.998178 Ha
Net charge   +2
ΔE to the lowest compared entry with this formula, charge and spin   1871.5 kJ/mol
Kohn-Sham gap (alpha / beta)   0.201 / 0.207 Ha
LUMO level (alpha / beta)   -7.57 / -7.46 eV

(2)
# C3H6O2

A molecular structure, C3H6O2 (wB97M-V/def2-TZVPD, the OMol25 dataset).

Geometry as XYZ:
```
11
Properties=species:S:1:pos:R:3:nbo_charge:R:1
O -0.126 1.448 1.112 -0.69
C -0.212 0.137 0.645 0.06
C -0.847 -0.194 -0.709 -0.09
O 0.123 -1.220 -0.941 -0.52
C 0.989 -0.604 0.017 -0.09
H 0.166 2.016 0.390 0.46
H -0.692 -0.415 1.464 0.18
H -1.872 -0.552 -0.736 0.19
H -0.720 0.614 -1.442 0.16
H 1.486 -1.315 0.669 0.19
H 1.706 0.084 -0.469 0.16
```

Results
Calculated total energy   -268.330874 Ha
Net charge   0
ΔE to the lowest compared entry with this formula, charge and spin   195.2 kJ/mol
Kohn-Sham gap   0.401 Ha
LUMO level   0.92 eV

(3)
# C5H3N2O

A gas-phase ion, C5H3N2O (charge +1) at a distorted geometry (wB97M-V/def2-TZVPD, the OMol25 dataset).

Geometry as XYZ:
```
11
Properties=species:S:1:pos:R:3:nbo_charge:R:1
C -2.222 -0.173 -0.120 0.46
C -0.069 0.441 -0.098 0.35
C -0.228 -1.080 -0.177 0.02
C 1.439 0.668 0.114 -0.35
C 0.979 -1.369 -0.019 0.57
N -1.283 0.853 -0.016 -0.42
N 2.129 -0.756 0.123 -0.32
O -1.655 -1.347 -0.192 -0.29
H -3.220 0.156 0.057 0.27
H 1.886 1.471 -0.461 0.33
H 2.243 1.137 0.789 0.38
```

Results
SMILES   C1#[N+]Cc2ncoc21
Calculated total energy   -376.506280 Ha
Net charge   +1
ΔE to the lowest compared entry with this formula, charge and spin   177.4 kJ/mol
Kohn-Sham gap (alpha / beta)   0.274 / 0.274 Ha
LUMO level (alpha / beta)   -7.21 / -7.21 eV

(4)
# C15H38InNO

A molecular structure, C15H38InNO at a distorted geometry (wB97M-V/def2-TZVPD, the OMol25 dataset).

Geometry as XYZ:
```
56
Properties=species:S:1:pos:R:3:lowdin_charge:R:1
C 4.413 -1.211 2.337 -0.12
C 4.013 0.306 2.328 -0.27
C 4.743 1.075 1.201 -0.22
C 4.647 2.627 1.294 -0.23
C 3.360 3.169 1.980 -0.33
C 2.114 3.197 1.002 -0.32
In 0.365 2.322 2.148 0.48
C -1.098 1.328 0.703 -0.44
C -0.897 -0.221 0.642 -0.18
C -2.585 1.762 0.915 -0.29
C -3.329 1.010 2.047 -0.28
C -2.631 1.103 3.435 -0.14
H 5.421 -1.381 1.925 0.06
H 3.681 -1.816 1.770 0.06
H 4.400 -1.626 3.361 0.06
H 4.246 0.681 3.338 0.11
H 2.923 0.382 2.175 0.06
H 5.820 0.816 1.295 0.10
H 4.439 0.672 0.218 0.11
H 4.615 3.002 0.251 0.10
H 5.552 3.092 1.728 0.10
H 3.564 4.235 2.213 0.09
H 3.127 2.695 2.947 0.05
H 1.847 4.254 0.819 0.01
H 2.327 2.681 0.050 0.01
H -0.548 3.705 2.872 -0.10
H 0.947 1.205 3.424 -0.08
H -0.812 1.719 -0.299 0.06
H -0.778 -0.517 -0.440 0.03
H 0.052 -0.521 1.123 0.04
H -1.740 -0.817 1.039 0.04
H -3.157 1.556 -0.027 0.08
H -2.622 2.858 1.037 0.09
H -3.480 -0.061 1.813 0.08
H -4.320 1.490 2.166 0.10
H -1.827 0.356 3.547 0.06
H -2.233 2.113 3.621 0.03
H -3.361 0.913 4.247 0.06
C -3.064 -1.262 -3.365 -0.02
C -1.758 -1.968 -3.034 -0.31
C -1.189 -2.785 -4.195 -0.17
O -1.930 -3.988 -4.352 -0.20
C -2.925 -3.959 -5.379 -0.07
N -2.015 -2.936 -1.920 0.23
H -3.893 -1.962 -3.485 0.08
H -3.336 -0.569 -2.565 0.09
H -2.967 -0.685 -4.283 0.10
H -1.027 -1.243 -2.677 0.15
H -0.168 -3.088 -3.943 0.14
H -1.136 -2.204 -5.116 0.14
H -2.673 -3.260 -6.177 0.10
H -3.895 -3.697 -4.952 0.08
H -3.000 -4.960 -5.801 0.10
H -2.605 -2.552 -1.178 0.17
H -1.144 -3.271 -1.502 0.18
H -2.472 -3.766 -2.322 0.16
```

Results
Calculated total energy   -914.192592 Ha
Net charge   0
Kohn-Sham gap   0.179 Ha
LUMO level   -1.18 eV

(5)
# C38H33Br2CuN3O2S4Te

A molecular structure, C38H33Br2CuN3O2S4Te (wB97M-V/def2-TZVPD, the OMol25 dataset).

Geometry as XYZ:
```
84
Properties=species:S:1:pos:R:3:mulliken_spin:R:1
Cu 0.305 -0.527 2.867 0.53
Br -0.151 -4.445 8.541 0.00
C 0.037 -3.418 6.951 0.00
C 0.800 -2.269 6.964 0.00
C 0.897 -1.555 5.775 0.00
N 0.303 -1.941 4.656 0.01
C -0.410 -3.066 4.654 0.00
C -0.586 -3.843 5.794 0.00
C -1.010 -3.455 3.345 0.00
C -2.331 -3.879 3.261 0.00
C -2.839 -4.084 1.996 0.00
Br -4.658 -4.590 1.787 0.00
C -2.052 -3.886 0.878 0.00
C -0.731 -3.508 1.091 0.00
N -0.211 -3.311 2.294 0.00
H 1.296 -1.925 7.859 0.00
H 1.455 -0.627 5.714 0.00
H -1.170 -4.751 5.760 0.00
H -2.948 -3.958 4.145 0.00
H -2.447 -3.997 -0.121 0.00
H -0.072 -3.330 0.248 0.00
O 5.169 3.655 5.378 0.00
C 4.300 2.892 5.005 0.00
S 4.580 1.525 3.934 0.00
C 2.905 0.990 3.763 0.00
C 1.972 1.729 4.401 0.01
S 0.250 1.470 4.413 0.02
S 2.584 3.116 5.312 0.00
S 2.657 -0.427 2.769 0.10
C 4.215 0.461 -6.850 0.00
C 3.487 0.270 -5.544 0.00
C 2.792 -0.898 -5.269 0.00
C 2.115 -1.078 -4.064 0.00
C 1.385 -2.380 -3.851 0.00
C 2.112 -0.069 -3.088 0.01
Te 1.047 -0.386 -1.188 -0.01
N -0.353 -0.400 0.962 0.25
C -1.545 -0.554 1.415 -0.07
O -1.725 -0.788 2.698 0.11
C -2.793 -0.452 0.590 0.03
C -3.985 -0.057 1.191 0.00
C -5.147 0.062 0.442 0.00
C -5.137 -0.236 -0.915 0.00
C -3.956 -0.652 -1.515 0.00
C -2.792 -0.756 -0.767 0.02
C -0.031 1.428 -1.435 0.00
C 0.077 2.431 -0.461 0.00
C 0.993 2.371 0.730 0.00
C -0.700 3.583 -0.600 0.00
C -1.568 3.768 -1.660 0.00
C -2.422 5.005 -1.765 0.00
C -1.642 2.773 -2.626 0.00
C -0.885 1.610 -2.536 0.00
C -1.023 0.604 -3.648 0.00
C 2.844 1.102 -3.351 0.00
C 2.949 2.218 -2.346 0.00
C 3.505 1.255 -4.568 0.00
H 4.063 -0.393 -7.511 0.00
H 5.290 0.575 -6.691 0.00
H 3.867 1.356 -7.370 0.00
H 2.774 -1.692 -6.011 0.00
H 1.486 -3.025 -4.726 0.00
H 0.324 -2.207 -3.659 0.00
H 1.772 -2.919 -2.984 0.00
H -3.973 0.154 2.252 0.00
H -6.067 0.386 0.917 0.00
H -6.046 -0.146 -1.501 0.00
H -3.939 -0.886 -2.575 0.00
H -1.861 -1.068 -1.223 0.00
H 1.683 1.530 0.700 0.00
H 0.421 2.267 1.655 0.00
H 1.567 3.301 0.801 0.00
H -0.619 4.351 0.164 0.00
H -2.204 5.699 -0.953 0.00
H -3.484 4.752 -1.715 0.00
H -2.254 5.525 -2.712 0.00
H -2.316 2.896 -3.469 0.00
H -1.885 0.847 -4.272 0.00
H -1.151 -0.403 -3.252 0.00
H -0.132 0.585 -4.280 0.00
H 3.018 1.826 -1.330 0.00
H 2.065 2.860 -2.373 0.00
H 3.826 2.835 -2.549 0.00
H 4.062 2.171 -4.749 0.00
```

Results
2S+1   2
Calculated total energy   -10431.999357 Ha
Net charge   -2
ΔE to the lowest compared entry with this formula, charge and spin   0.0 kJ/mol
Kohn-Sham gap (alpha / beta)   0.168 / 0.168 Ha
LUMO level (alpha / beta)   3.49 / 3.49 eV

What did the third record say?
# C5H3N2O

A gas-phase ion, C5H3N2O (charge +1) at a distorted geometry (wB97M-V/def2-TZVPD, the OMol25 dataset).

Geometry as XYZ:
```
11
Properties=species:S:1:pos:R:3:nbo_charge:R:1
C -2.222 -0.173 -0.120 0.46
C -0.069 0.441 -0.098 0.35
C -0.228 -1.080 -0.177 0.02
C 1.439 0.668 0.114 -0.35
C 0.979 -1.369 -0.019 0.57
N -1.283 0.853 -0.016 -0.42
N 2.129 -0.756 0.123 -0.32
O -1.655 -1.347 -0.192 -0.29
H -3.220 0.156 0.057 0.27
H 1.886 1.471 -0.461 0.33
H 2.243 1.137 0.789 0.38
```

Results
SMILES   C1#[N+]Cc2ncoc21
Calculated total energy   -376.506280 Ha
Net charge   +1
ΔE to the lowest compared entry with this formula, charge and spin   177.4 kJ/mol
Kohn-Sham gap (alpha / beta)   0.274 / 0.274 Ha
LUMO level (alpha / beta)   -7.21 / -7.21 eV